Run i
# C5H8FNO

A single C5H8FNO molecule (ωB97M-V/def2-TZVPD, the OMol25 dataset).

highest occupied orbital energy	-8.6	eV
SMILES	N[C@H]1CCO/C1=C\F
LUMO level	0.84	eV

Positions of all 16 atoms, in Å:
N -0.8478 1.2533 -0.8008
C -0.2372 0.6282 0.3167
C -1.1165 -0.5608 0.7163
C -0.7668 -1.4735 -0.4216
O 0.7255 -1.3158 -0.5111
C 1.0339 -0.1145 -0.0033
C 2.2573 0.3700 0.1817
F 3.4126 -0.2966 -0.1661
H -1.4482 2.0166 -0.4452
H -0.2120 1.7445 -1.4486
H -0.1161 1.2309 1.2237
H -2.1394 -0.2026 0.7432
H -0.8032 -0.9236 1.7232
H -1.0026 -2.5360 -0.2357
H -1.2457 -1.1354 -1.3908
H 2.5060 1.3154 0.5184

***

Run ii
# C5H8FNO

2 unconnected molecules or ions with the total composition C5H8FNO (ωB97M-V/def2-TZVPD, the OMol25 dataset).

highest occupied orbital energy (alpha / beta)	-9.7 / -9.7	eV
LUMO level (alpha / beta)	-0.78 / -0.78	eV

Positions of all 16 atoms, in Å:
C 0.1111 -2.3251 -0.7227
C -0.8965 2.0161 0.3064
C 1.9319 -0.8726 0.2294
C -1.5076 0.6174 0.2097
C 0.6885 -1.0395 -0.5664
N -0.3610 -3.3648 -0.8262
O -0.7375 -0.3667 0.7530
F 0.5210 -0.2040 -1.5877
H 0.0267 2.0635 -0.2652
H -1.5869 2.7557 -0.0915
H -0.6755 2.2473 1.3452
H 2.7834 -1.2753 -0.3239
H 1.8329 -1.4081 1.1687
H 2.1018 0.1832 0.4276
H -1.7806 0.3928 -0.8348
H -2.4517 0.5803 0.7786

***

Which of them is most stable, and which least? Most stable: run i; least stable: run ii.

***

Run i
# C8H13N

A single C8H13N molecule (ωB97M-V/def2-TZVPD, the OMol25 dataset).

highest occupied orbital energy	-6.5	eV
LUMO level	0.80	eV

Positions of all 22 atoms, in Å:
C -0.3354 -1.6763 1.1192
C -0.2894 -0.3461 0.4260
C 1.6226 -0.6856 -1.1692
C -1.4239 -0.2891 -1.3226
C -1.5095 0.4831 0.0021
C -0.5062 1.7226 0.2409
C 0.6411 0.7956 0.7605
C 1.9383 0.4500 -0.1430
H 0.6627 -2.1531 0.9658
H -0.5217 -1.5319 2.1964
H -1.0785 -2.3495 0.6470
H 0.2186 0.5887 -1.2431
H 1.7459 -1.6680 -0.7492
H -1.9306 -1.2467 -1.3373
H -1.6518 0.3258 -2.2269
H -2.4167 0.4676 0.6701
H -0.8072 2.4119 1.0482
H -0.3112 2.4181 -0.6243
H 0.8962 1.0201 1.8171
H 2.7960 0.1772 0.5119
H 2.1925 1.4327 -0.6095
N 0.0681 -0.3471 -0.9803

***

Run ii
# C8H13N

A molecular structure, C8H13N (ωB97M-V/def2-TZVPD, the OMol25 dataset).

highest occupied orbital energy	-8.7	eV
LUMO level	1.08	eV

Positions of all 22 atoms, in Å:
C -2.6667 -0.7882 -0.3421
C -2.0453 0.2247 0.6085
C -0.8627 0.9982 -0.0513
C 0.5689 1.2502 0.3124
C 1.4448 0.1561 0.9315
C 2.2673 -0.2111 -0.3236
C 0.7339 -1.1637 0.6104
C 0.1810 0.5142 -0.9575
H -3.4429 -1.4112 0.2198
H -1.8528 -1.3052 -0.7941
H -3.1208 -0.2238 -1.1622
H -2.8277 1.0269 0.8162
H -1.7958 -0.2758 1.5619
H -1.2777 1.8667 -0.5456
H 0.8525 2.2555 0.3697
H 1.8401 0.4014 1.9820
H 2.9261 -1.0553 -0.1102
H 2.7526 0.5584 -0.9628
H -0.3117 -1.3238 0.9070
H 1.2915 -2.0290 0.7820
H 0.2612 0.8171 -1.9955
N 0.9969 -0.7406 -0.8282

***

Which of them is most stable, and which least? Most stable: run ii; least stable: run i.

***

Run i
# C43H56BBr2ClF37N3O8

5 unconnected molecules or ions with the total composition C43H56BBr2ClF37N3O8 (ωB97M-V/def2-TZVPD, the OMol25 dataset).

highest occupied orbital energy	-9.2	eV
SMILES	[H]/N=C(/N)NCCCC[C@](O[C@H](/C(Br)=C(\C)Br)[C@H](F)CC)(B(O)CC)[C@](Cl)(OCCCC)OCC(F)(F)C(F)F.FC(F)C(F)(F)COC(F)(F)C(F)F.FC(F)C(F)(F)COC(F)(F)C(F)F.FC(F)C(F)(F)COC(F)(F)C(F)F.FC(F)C(F)(F)COC(F)(F)C(F)F
LUMO level	0.15	eV

Positions of all 151 atoms, in Å:
H 1.6453 -5.7624 -2.6314
N 0.7708 -6.2012 -2.3491
C 0.2600 -5.6029 -1.3557
N -0.9697 -6.0790 -0.8554
N 0.8584 -4.5576 -0.6569
C 0.0898 -3.6049 0.1347
C -0.8602 -2.6952 -0.6561
C -0.0954 -1.6847 -1.5283
C -0.9055 -1.0207 -2.6728
C -1.1287 0.5162 -2.7275
O -2.2722 0.9977 -2.0181
C -2.7893 0.2222 -0.9653
C -4.0483 -0.5388 -1.3876
Br -3.9698 -2.4097 -1.1345
C -5.1533 0.0483 -1.8325
C -5.3809 1.5335 -1.9357
Br -6.6730 -0.9471 -2.3651
C -3.0707 1.1220 0.2796
F -2.6520 2.4250 0.0224
C -2.3299 0.6135 1.5097
C -2.7918 1.2753 2.8086
B -1.3348 0.9335 -4.2760
O -0.3049 0.5965 -5.1330
C -2.6590 1.5748 -4.8304
C -2.8411 3.0637 -4.4690
C 0.0595 1.3625 -2.1782
Cl 1.6716 0.7291 -2.7538
O 0.0171 1.3393 -0.8124
C 0.8888 2.2205 -0.0988
C 1.3351 1.5526 1.1966
C 2.3409 2.4139 1.9708
C 1.6850 3.5327 2.8036
O -0.1465 2.6707 -2.6711
C 0.9120 3.4242 -3.2118
C 0.4217 4.8586 -3.4423
F -0.8580 5.0391 -3.0743
F 1.1713 5.7117 -2.7023
C 0.5199 5.3359 -4.9041
F 0.0912 4.3377 -5.7198
F 1.8039 5.5778 -5.2204
H -1.7460 -5.8805 -1.4680
H -1.1734 -5.7740 0.0824
H 1.5490 -4.1022 -1.2354
H -0.4680 -4.1531 0.9037
H 0.8132 -2.9877 0.6864
H -1.4980 -2.1770 0.0747
H -1.5172 -3.3102 -1.2883
H 0.3713 -0.9412 -0.8802
H 0.7348 -2.2303 -2.0019
H -0.4010 -1.2750 -3.6137
H -1.8960 -1.4978 -2.7377
H -2.0458 -0.5117 -0.6386
H -5.5782 1.8138 -2.9747
H -4.5308 2.1081 -1.5615
H -6.2744 1.7991 -1.3564
H -4.1485 1.1853 0.4746
H -2.3944 -0.4812 1.5616
H -1.2734 0.8564 1.3269
H -3.8422 1.0413 3.0197
H -2.6953 2.3630 2.7165
H -2.1788 0.9516 3.6544
H -0.2126 1.2338 -5.8471
H -2.6586 1.4915 -5.9304
H -3.5048 0.9663 -4.4709
H -2.8852 3.2273 -3.3935
H -3.7305 3.4818 -4.9546
H -1.9860 3.6428 -4.8438
H 1.7735 2.4576 -0.7012
H 0.3357 3.1498 0.0922
H 0.4610 1.3398 1.8259
H 1.7779 0.5803 0.9352
H 3.0689 2.8467 1.2727
H 2.8877 1.7476 2.6492
H 2.2046 3.6811 3.7532
H 0.6432 3.2700 3.0392
H 1.6689 4.4863 2.2648
H 1.2475 2.9944 -4.1624
H 1.7704 3.4908 -2.5351
H -0.0889 6.2249 -5.0767
F -1.7357 -3.4619 -9.6573
C -1.6831 -2.1161 -9.6243
F -1.6082 -1.6601 -10.8937
C -0.4404 -1.6448 -8.8616
F 0.6705 -2.0079 -9.5282
F -0.5221 -0.2744 -8.8888
C -0.3286 -2.0109 -7.3798
O 0.4865 -3.1128 -7.0535
C -0.0029 -4.3793 -6.9916
F -1.3354 -4.4199 -7.1443
F 0.2787 -4.8685 -5.7603
C 0.7023 -5.3070 -7.9927
F 0.5429 -4.8434 -9.2479
F 0.1440 -6.5322 -7.9117
H -2.5910 -1.7240 -9.1588
H 0.1762 -1.1600 -6.9256
H -1.3141 -2.0792 -6.9164
H 1.7652 -5.3695 -7.7542
F 0.1818 -11.2451 1.7701
C -0.6488 -10.7581 0.8244
F -1.4166 -11.7742 0.3721
C 0.1438 -10.1753 -0.3503
F 0.8228 -11.1602 -0.9728
F -0.8131 -9.7118 -1.2060
C 1.0630 -8.9852 -0.0631
O 2.4362 -9.2785 0.1024
C 2.9755 -9.5820 1.3049
F 2.1059 -9.4365 2.3179
F 3.9993 -8.7158 1.5306
C 3.6065 -10.9830 1.3104
F 2.6802 -11.9166 1.0230
F 4.0974 -11.2311 2.5453
H -1.2951 -9.9943 1.2642
H 1.0224 -8.3743 -0.9669
H 0.6760 -8.3748 0.7536
H 4.4150 -11.0267 0.5793
F -3.5280 4.2115 5.6010
C -2.2217 4.4790 5.4014
F -1.6535 3.4049 4.8104
C -1.5115 4.7333 6.7349
F -1.5135 3.6107 7.4760
F -0.2163 5.0117 6.3845
C -1.9751 5.9322 7.5675
O -2.8546 5.6448 8.6275
C -4.2028 5.6504 8.4658
F -4.5702 6.0767 7.2480
F -4.7230 6.5142 9.3715
C -4.8131 4.2773 8.7856
F -4.2849 3.3361 7.9792
F -6.1434 4.3371 8.5661
H -2.1218 5.3434 4.7401
H -1.0692 6.2918 8.0537
H -2.3477 6.7328 6.9272
H -4.6222 4.0204 9.8286
F 4.8239 4.6371 7.1918
C 3.9545 5.2501 6.3652
F 2.9754 4.3744 6.0480
C 4.6501 5.6813 5.0693
F 5.0518 4.5945 4.3837
F 3.6664 6.3016 4.3443
C 5.7847 6.7042 5.1760
O 7.0911 6.1825 5.1501
C 7.7448 5.8227 6.2849
F 7.0577 6.1390 7.3928
F 8.9130 6.5085 6.3228
C 8.1233 4.3340 6.2670
F 7.0160 3.5759 6.1455
F 8.7287 4.0308 7.4341
H 3.5125 6.1119 6.8711
H 5.7070 7.2928 4.2628
H 5.6258 7.3779 6.0189
H 8.8016 4.1339 5.4363

***

Run ii
# C43H56BBr2ClF37N3O8

5 unconnected molecules or ions with the total composition C43H56BBr2ClF37N3O8 (ωB97M-V/def2-TZVPD, the OMol25 dataset).

highest occupied orbital energy	-9.2	eV
SMILES	[H]/N=C(/N)NCCCC[C@](O[C@H](/C(Br)=C(\C)Br)[C@H](F)CC)(B(O)CC)[C@](Cl)(OCCCC)OCC(F)(F)C(F)F.FC(F)C(F)(F)COC(F)(F)C(F)F.FC(F)C(F)(F)COC(F)(F)C(F)F.FC(F)C(F)(F)COC(F)(F)C(F)F.FC(F)C(F)(F)COC(F)(F)C(F)F
LUMO level	0.14	eV

Positions of all 151 atoms, in Å:
H 5.8255 1.4140 -2.5331
N 6.1281 1.8050 -1.6452
C 5.1340 2.2693 -0.9833
N 5.4019 2.8346 0.2723
N 3.8231 2.2353 -1.4879
C 2.6783 2.3008 -0.5806
C 2.5369 1.1531 0.4104
C 2.1598 -0.1446 -0.3032
C 2.4300 -1.4565 0.4682
C 1.2536 -2.3880 0.8221
O 0.5749 -2.2050 2.0694
C 0.6145 -0.9565 2.6953
C 1.6345 -0.9058 3.8278
Br 2.8904 0.5207 3.8045
C 1.6239 -1.7770 4.8359
C 0.6496 -2.8711 5.0522
Br 2.8978 -1.7069 6.2491
C -0.8088 -0.6423 3.3228
F -1.7017 -1.6366 2.9410
C -1.3482 0.6518 2.7677
C -2.5655 1.1637 3.5202
B 1.8700 -3.8794 0.8880
O 2.4830 -4.3951 -0.2295
C 1.8705 -4.7447 2.1996
C 0.4966 -5.2901 2.6009
C 0.1406 -2.4224 -0.2607
Cl 0.8283 -2.4225 -1.9193
O -0.6443 -1.3211 -0.0530
C -1.8323 -1.2014 -0.8332
C -2.0709 0.2645 -1.1243
C -3.2348 0.4932 -2.0766
C -4.5885 0.5710 -1.3298
O -0.6316 -3.5961 -0.0084
C -1.0115 -4.4271 -1.0825
C -2.0184 -5.4755 -0.5597
F -2.2956 -5.3307 0.7657
F -3.2134 -5.3123 -1.2300
C -1.5876 -6.9263 -0.8039
F -0.2666 -7.0858 -0.5092
F -1.8097 -7.2656 -2.1021
H 5.5866 2.1295 0.9699
H 4.6834 3.4702 0.5893
H 3.7221 1.4865 -2.1533
H 2.7320 3.2283 -0.0206
H 1.7767 2.3813 -1.1772
H 1.7716 1.4503 1.1191
H 3.4634 0.9782 0.9417
H 1.1405 -0.0402 -0.6508
H 2.7774 -0.1662 -1.1955
H 3.1177 -2.0384 -0.1313
H 2.9863 -1.2251 1.3724
H 0.7769 -0.1423 2.0049
H 1.1616 -3.8246 5.0820
H -0.1494 -2.8820 4.3314
H 0.2062 -2.7278 6.0343
H -0.7617 -0.6156 4.4057
H -0.5614 1.3970 2.6732
H -1.6554 0.4038 1.7553
H -2.2801 1.4070 4.5379
H -3.3128 0.3855 3.5427
H -2.9852 2.0215 3.0135
H 2.1895 -5.3031 -0.3821
H 2.5181 -5.6033 2.0370
H 2.3433 -4.1536 2.9838
H -0.2310 -4.5229 2.8153
H 0.6044 -6.0000 3.4139
H 0.1080 -5.8618 1.7668
H -1.7695 -1.7131 -1.7874
H -2.6714 -1.5910 -0.2596
H -2.1777 0.8204 -0.2007
H -1.1507 0.6239 -1.5848
H -3.2697 -0.2586 -2.8551
H -3.0761 1.4690 -2.5200
H -5.2158 1.3519 -1.7342
H -4.4024 0.8188 -0.2921
H -5.0843 -0.3907 -1.3783
H -0.1655 -4.9699 -1.4885
H -1.5368 -3.8981 -1.8652
H -2.1759 -7.5872 -0.1665
F 8.4417 -6.5292 0.2266
C 7.2407 -7.1334 0.2583
F 7.4342 -8.4539 0.0307
C 6.2955 -6.5860 -0.8158
F 6.7693 -6.8833 -2.0433
F 5.1329 -7.2871 -0.6550
C 5.8980 -5.1001 -0.7544
O 6.5627 -4.1790 -1.6092
C 7.7374 -3.5494 -1.2684
F 8.0749 -3.7567 0.0190
F 7.5284 -2.2228 -1.4136
C 8.8825 -3.9063 -2.2238
F 9.1139 -5.2320 -2.2305
F 10.0069 -3.2803 -1.8090
H 6.8020 -7.0134 1.2529
H 4.8717 -5.0794 -1.1157
H 5.8551 -4.7366 0.2724
H 8.6375 -3.5820 -3.2372
F 8.1338 8.1450 -0.7861
C 8.3284 7.0132 -0.0822
F 9.4998 7.1399 0.5851
C 8.4062 5.7780 -0.9847
F 9.4988 5.8535 -1.7761
F 8.5997 4.7346 -0.1330
C 7.1723 5.4148 -1.8322
O 7.1609 5.7837 -3.2092
C 6.7208 7.0009 -3.6613
F 6.1253 7.7286 -2.6963
F 5.7794 6.7554 -4.6044
C 7.8277 7.7916 -4.3691
F 8.8668 8.0183 -3.5471
F 7.3275 8.9877 -4.7611
H 7.5237 6.9019 0.6497
H 7.1733 4.3246 -1.8652
H 6.2439 5.6940 -1.3346
H 8.1786 7.2404 -5.2438
F -6.1488 1.2618 5.1791
C -6.5372 1.0122 3.9157
F -5.4956 1.3056 3.1013
C -7.7388 1.8671 3.4998
F -7.3932 3.1706 3.4715
F -8.0041 1.4935 2.2142
C -9.0638 1.6936 4.2676
O -9.4126 2.6394 5.2708
C -9.0330 2.5226 6.5887
F -8.4649 1.3316 6.8554
F -10.1613 2.5953 7.3292
C -8.1518 3.6932 7.0428
F -7.0329 3.7751 6.3011
F -7.7949 3.4934 8.3317
H -6.7656 -0.0526 3.8159
H -9.8284 1.8468 3.5084
H -9.1909 0.6702 4.6200
H -8.7045 4.6310 6.9587
F -8.0670 3.9954 -3.9051
C -8.0939 2.8740 -3.1635
F -7.1050 2.9636 -2.2432
C -7.8566 1.6161 -4.0064
F -6.6061 1.6277 -4.5142
F -7.9185 0.5836 -3.1165
C -8.8692 1.2732 -5.1162
O -8.5538 1.5921 -6.4657
C -8.8481 2.8044 -7.0474
F -9.6267 3.5738 -6.2639
F -9.5560 2.5398 -8.1679
C -7.5868 3.5458 -7.5083
F -6.7556 3.7779 -6.4766
F -7.9514 4.7352 -8.0379
H -9.0517 2.8149 -2.6394
H -8.8952 0.1851 -5.1199
H -9.8758 1.5971 -4.8526
H -7.0620 2.9562 -8.2627

***

Which of them is most stable, and which least? Most stable: run i; least stable: run ii.